Record 1
Molecular formula: C5H7N3
Method: DFT, the ωB97M-V functional and the def2-TZVPD basis

The geometry in XYZ format:
```
15
Properties=species:S:1:pos:R:3
C -1.52 -1.17 0.36
C -0.28 -1.70 0.52
C 0.85 -1.46 -0.35
C 0.90 -0.36 -1.00
N 1.25 0.71 -1.54
N 1.40 1.82 -0.74
N 0.49 2.12 0.17
C -0.46 1.40 0.52
H -1.86 -0.93 -0.58
H -2.26 -1.38 1.12
H -0.19 -2.06 1.58
H 1.78 -1.88 -0.16
H 1.63 2.65 -1.31
H -0.56 0.36 0.25
H -1.16 1.89 1.16
```

As for the LUMO energy: 0.91 eV. Its spin multiplicity is 1. As for the maximum force: 4.10 eV/Å. As for the SMILES: C=CC=C=NNN=C. The energy above the lowest of the compared OMol25 structures with the same formula, charge and spin is 6.316 eV.

=====

Record 2
Molecular formula: C2H2N3O2S
Method: DFT, the ωB97M-V functional and the def2-TZVPD basis

The geometry in XYZ format:
```
10
Properties=species:S:1:pos:R:3
C -1.81 0.03 0.42
C -1.40 -1.92 -0.11
N -2.34 -1.17 0.51
N -0.38 -1.26 -0.68
N -0.63 0.03 -0.30
O 4.07 0.43 0.33
O 2.10 1.67 -0.35
S 2.69 0.31 -0.14
H -2.09 0.98 0.99
H -0.20 0.91 -0.67
```

As for the LUMO energy (alpha / beta): 2.71 / 1.31 eV. Its spin multiplicity is 1. As for the maximum force: 3.24 eV/Å. The charge is -1. The energy above the lowest of the compared OMol25 structures with the same formula, charge and spin is 3.759 eV.

=====

Record 3
Molecular formula: C2H6O2S2
Method: DFT, the ωB97M-V functional and the def2-TZVPD basis

The geometry in XYZ format:
```
12
Properties=species:S:1:pos:R:3
C 0.28 0.55 -1.45
C 0.25 0.01 1.56
O -0.89 -1.53 -0.34
O 1.54 -1.51 -0.33
S -3.01 0.33 -0.13
S 0.30 -0.77 -0.13
H 0.66 0.00 -2.28
H -0.68 0.96 -1.65
H 0.90 1.36 -1.17
H -0.62 0.70 1.83
H 0.15 -0.79 2.31
H 1.14 0.70 1.78
```

As for the LUMO energy (alpha / beta): -2.51 / -2.51 eV. Its spin multiplicity is 1. As for the maximum force: 1.88 eV/Å. The energy above the lowest of the compared OMol25 structures with the same formula, charge and spin is 4.265 eV.

=====

Record 4
Molecular formula: C26H31O10P2V
Method: DFT, the ωB97M-V functional and the def2-TZVPD basis

The geometry in XYZ format:
```
70
Properties=species:S:1:pos:R:3
V -1.55 0.39 0.23
C 0.78 2.18 2.88
C 0.31 0.76 2.70
C -1.08 0.50 2.77
C -2.03 1.59 3.21
C -1.56 -0.80 2.58
C -2.99 -1.15 2.91
C -0.66 -1.82 2.21
C -1.22 -3.19 1.91
C 0.70 -1.57 2.16
C 1.66 -2.69 1.80
C 1.20 -0.29 2.46
C 2.69 -0.08 2.53
H 0.62 2.55 3.90
H 0.21 2.82 2.20
H 1.83 2.31 2.63
H -2.12 1.58 4.31
H -3.02 1.45 2.79
H -1.69 2.58 2.91
H -3.67 -0.96 2.07
H -3.34 -0.55 3.75
H -3.07 -2.19 3.19
H -1.46 -3.73 2.84
H -0.52 -3.80 1.35
H -2.13 -3.12 1.32
H 1.77 -3.41 2.61
H 2.64 -2.31 1.55
H 1.30 -3.22 0.92
H 3.15 0.03 1.54
H 3.17 -0.93 3.01
H 2.95 0.80 3.11
O -5.40 1.56 -1.01
P -3.84 1.51 -0.69
O -2.97 1.08 -1.82
O -3.63 0.71 0.57
O -3.55 3.06 -0.33
P -2.04 3.64 -0.13
O -2.24 4.49 1.23
O -1.65 4.55 -1.22
O -1.16 2.46 0.22
H -5.55 1.68 -1.95
H -2.22 5.42 1.00
O 0.40 0.40 -0.64
C 0.57 -0.55 -1.72
C -0.59 -1.62 -1.63
O -0.57 -2.53 -2.44
O -1.44 -1.43 -0.68
C 0.50 0.17 -3.06
C -0.18 1.38 -3.19
C -0.23 2.02 -4.42
C 0.36 1.46 -5.54
C 1.01 0.24 -5.42
C 1.08 -0.40 -4.19
C 1.95 -1.19 -1.53
C 3.02 -0.35 -1.23
C 4.30 -0.84 -1.05
C 4.54 -2.21 -1.18
C 3.49 -3.05 -1.49
C 2.20 -2.55 -1.67
H 0.54 1.31 -0.93
H -0.70 1.84 -2.36
H -0.76 2.97 -4.49
H 0.32 1.95 -6.50
H 1.47 -0.22 -6.28
H 1.58 -1.36 -4.10
H 2.84 0.72 -1.12
H 5.11 -0.17 -0.81
H 5.54 -2.60 -1.04
H 3.66 -4.12 -1.60
H 1.39 -3.21 -1.93
```

As for the LUMO energy (alpha / beta): 2.69 / 2.69 eV. Its spin multiplicity is 4. As for the maximum force: 0.60 eV/Å. The charge is -1. The energy above the lowest of the compared OMol25 structures with the same formula, charge and spin is 0.395 eV.

=====

Record 5
Molecular formula: H6NS2
Method: DFT, the ωB97M-V functional and the def2-TZVPD basis

The geometry in XYZ format:
```
9
Properties=species:S:1:pos:R:3
N 2.38 0.35 -0.77
H 2.13 0.39 0.26
H 2.48 1.41 -0.99
H 1.44 0.09 -1.10
H 2.87 -0.47 -0.83
S -0.34 -0.47 1.14
S -1.09 0.19 -0.70
H -1.59 -0.83 1.48
H -1.16 1.48 -0.36
```

As for the LUMO energy: -4.31 eV. Its spin multiplicity is 1. As for the maximum force: 6.46 eV/Å. The charge is +1. The energy above the lowest of the compared OMol25 structures with the same formula, charge and spin is 0.931 eV.

=====

Record 6
Molecular formula: C35H55HfN9SSb2Si
Method: DFT, the ωB97M-V functional and the def2-TZVPD basis

The geometry in XYZ format:
```
104
Properties=species:S:1:pos:R:3
Hf -0.59 0.10 -0.15
C -4.72 -1.20 1.31
C -3.26 -0.90 1.08
N -2.66 -0.76 -0.08
N -3.46 -0.88 -1.23
C -2.88 -0.82 -2.35
N -3.68 -0.99 -3.42
S -1.16 -0.66 -2.67
C -2.32 -0.86 2.22
C -2.78 -0.99 3.51
C -1.83 -1.34 4.45
C -0.54 -1.60 4.07
C -0.13 -1.37 2.79
N -1.02 -0.92 1.86
H -5.27 -0.26 1.27
H -4.95 -1.65 2.29
H -5.14 -1.92 0.56
H -4.72 -1.03 -3.34
H -3.31 -1.03 -4.40
H -3.83 -0.74 3.83
H -2.06 -1.45 5.46
H 0.21 -2.08 4.76
H 0.86 -1.46 2.45
C 2.01 -1.29 -3.58
Sb 2.21 -0.46 -1.61
C 3.76 0.93 -2.19
C 3.44 -1.78 -0.42
C 3.72 -3.16 -1.00
C 4.79 -3.33 -1.84
C 5.02 -4.58 -2.43
C 4.15 -5.62 -2.18
C 3.11 -5.49 -1.28
C 2.89 -4.23 -0.69
C 1.75 -4.12 0.34
Sb -0.13 -3.16 -0.25
C -0.66 -4.48 -1.82
C -1.41 -4.03 1.24
H 1.72 -0.49 -4.33
H 1.20 -2.00 -3.61
H 2.96 -1.71 -3.83
H 4.07 0.62 -3.21
H 4.59 0.86 -1.48
H 3.35 1.94 -2.21
H 2.93 -1.83 0.50
H 4.39 -1.31 -0.42
H 5.40 -2.44 -2.00
H 5.89 -4.68 -3.08
H 4.29 -6.51 -2.76
H 2.42 -6.31 -1.08
H 2.10 -3.61 1.26
H 1.51 -5.13 0.56
H -1.47 -4.19 -2.47
H -0.92 -5.46 -1.33
H 0.21 -4.56 -2.44
H -1.61 -5.06 0.90
H -2.33 -3.47 1.24
H -1.01 -3.98 2.29
C 1.57 2.58 0.61
N 2.35 3.52 1.37
C 3.54 2.86 1.85
N 3.21 1.68 2.74
C 2.41 0.79 1.94
N 1.13 1.41 1.39
C 0.35 1.94 2.56
N 1.14 2.92 3.31
C 1.55 4.04 2.46
C 2.32 2.24 3.83
H 2.09 2.22 -0.32
H 0.69 3.10 0.20
H 4.08 3.59 2.45
H 4.14 2.43 1.01
H 2.03 -0.05 2.65
H 3.01 0.30 1.17
H -0.09 1.09 3.16
H -0.54 2.44 2.20
H 2.07 4.78 3.03
H 0.60 4.36 1.97
H 1.99 1.38 4.43
H 2.87 2.88 4.53
C -2.11 4.65 0.41
Si -2.78 2.91 0.45
C -3.26 2.27 2.13
C -4.43 2.99 -0.43
N -1.54 1.87 -0.40
C -1.35 2.30 -1.78
C -2.41 2.15 -2.70
C -2.27 2.61 -4.02
C -1.04 3.12 -4.44
C -0.04 3.32 -3.55
C -0.17 2.92 -2.22
H -1.13 4.56 0.88
H -2.77 5.36 0.95
H -2.03 5.01 -0.63
H -3.92 1.40 2.12
H -3.88 3.03 2.63
H -2.48 2.12 2.91
H -4.76 2.04 -0.78
H -4.30 3.65 -1.32
H -5.12 3.39 0.29
H -3.39 1.79 -2.36
H -3.13 2.51 -4.75
H -0.88 3.46 -5.46
H 0.88 3.85 -3.88
H 0.67 3.13 -1.63
```

As for the LUMO energy: -6.59 eV. Its spin multiplicity is 1. As for the maximum force: 4.20 eV/Å. The charge is +2. The energy above the lowest of the compared OMol25 structures with the same formula, charge and spin is 1.237 eV.

=====

Record 7
Molecular formula: C33H62O9SSi
Method: DFT, the ωB97M-V functional and the def2-TZVPD basis

The geometry in XYZ format:
```
106
Properties=species:S:1:pos:R:3
C 3.98 2.22 3.17
C 5.23 1.34 3.20
C 6.00 1.28 1.86
C 6.24 -0.14 1.33
O 5.95 -0.37 -0.04
C 4.67 -0.21 -0.55
S 3.31 -0.53 0.65
C 4.60 -1.21 -1.74
O 3.31 -1.71 -1.98
C 3.12 -2.16 -3.31
O 4.60 1.12 -0.99
C 3.47 1.48 -1.77
C 3.00 2.86 -1.29
C 2.24 2.83 0.04
C 0.73 2.84 -0.17
C -0.04 2.96 1.14
C -1.56 3.07 0.90
C -2.33 1.77 1.24
C -3.34 1.41 0.15
C -4.54 2.37 0.16
Si -5.85 1.94 -1.12
C -7.14 3.31 -1.22
C -5.02 1.75 -2.81
C -6.73 0.31 -0.72
C -7.97 0.33 -0.07
C -8.64 -0.86 0.22
C -8.07 -2.09 -0.14
C -6.83 -2.12 -0.77
C -6.16 -0.93 -1.06
C 3.81 1.54 -3.26
O 5.12 2.01 -3.44
O 5.48 1.83 -4.80
H 3.16 1.70 2.71
H 3.67 2.43 4.20
H 4.17 3.16 2.66
H 4.94 0.34 3.52
H 5.90 1.72 3.96
H 6.98 1.70 2.08
H 5.55 1.92 1.11
H 7.31 -0.34 1.39
H 5.78 -0.89 1.98
H 3.61 -1.81 0.93
H 5.06 -0.75 -2.61
H 5.26 -2.04 -1.45
H 2.44 -1.50 -3.85
H 4.04 -2.23 -3.87
H 2.71 -3.17 -3.28
H 2.62 0.80 -1.67
H 3.89 3.48 -1.22
H 2.37 3.31 -2.05
H 2.54 2.00 0.66
H 2.49 3.74 0.58
H 0.43 1.91 -0.67
H 0.48 3.68 -0.82
H 0.30 3.84 1.69
H 0.17 2.07 1.73
H -1.73 3.28 -0.15
H -1.97 3.92 1.44
H -2.88 1.94 2.16
H -1.63 0.94 1.34
H -3.72 0.41 0.32
H -2.83 1.45 -0.81
H -4.95 2.46 1.17
H -4.18 3.37 -0.11
H -7.20 3.90 -0.31
H -8.12 2.89 -1.42
H -6.90 3.95 -2.07
H -3.94 1.86 -2.78
H -5.26 0.76 -3.21
H -5.46 2.48 -3.48
H -8.41 1.27 0.21
H -9.60 -0.82 0.71
H -8.61 -3.00 0.08
H -6.40 -3.07 -1.05
H -5.21 -0.98 -1.57
H 3.71 0.53 -3.69
H 3.08 2.15 -3.78
H 5.61 0.87 -4.88
C 9.76 -5.50 -2.90
C 8.79 -4.70 -2.06
O 7.96 -3.85 -2.85
C 6.81 -4.26 -3.41
C 6.48 -5.73 -3.45
O 6.10 -3.44 -3.92
H 9.24 -6.18 -3.58
H 10.42 -6.09 -2.27
H 10.36 -4.83 -3.52
H 8.19 -5.33 -1.41
H 9.34 -4.02 -1.41
H 6.85 -6.15 -4.39
H 5.40 -5.84 -3.42
H 6.89 -6.30 -2.62
C -8.29 -0.88 6.91
C -8.95 -0.18 5.74
O -7.99 0.45 4.89
C -7.36 -0.19 3.89
C -7.44 -1.70 3.81
O -6.70 0.44 3.12
H -7.63 -1.69 6.58
H -9.04 -1.30 7.58
H -7.68 -0.17 7.47
H -9.59 -0.85 5.17
H -9.58 0.63 6.10
H -6.59 -2.12 4.34
H -7.37 -1.98 2.76
H -8.36 -2.12 4.20
```

As for the LUMO energy: 0.48 eV. Its spin multiplicity is 1. As for the maximum force: 1.45 eV/Å. As for the SMILES: CCCCO[C@](S)(COC)O[C@@H](CCCCCCCC[Si](C)(C)c1ccccc1)COO.CCOC(C)=O.CCOC(C)=O.

=====

Record 8
Molecular formula: C19H23Br48F2INO3PS
Method: DFT, the ωB97M-V functional and the def2-TZVPD basis

The geometry in XYZ format:
```
99
Properties=species:S:1:pos:R:3
C -3.36 -1.10 4.69
C -1.95 -1.15 3.92
F -1.15 -0.12 4.54
C -2.22 -0.65 2.41
N -1.05 -0.92 1.54
P -0.50 0.40 0.50
O -1.42 1.84 0.68
I 1.73 1.00 1.46
S -1.12 -2.38 0.69
O -2.48 -2.91 0.42
O -0.48 -2.12 -0.65
F -0.13 -3.48 1.44
H -4.16 -1.63 4.08
H -3.30 -1.63 5.69
H -3.70 -0.02 4.81
H -1.46 -2.16 3.97
H -3.17 -1.19 2.11
H -2.50 0.44 2.53
H -2.37 1.65 0.54
C -0.16 3.72 -2.55
Br -1.72 4.55 -3.37
Br -0.67 2.29 -1.33
Br 1.13 3.12 -3.87
H 0.32 4.49 -1.95
C -0.77 2.23 -7.94
Br -0.49 0.33 -7.68
Br -1.11 3.14 -6.26
Br 0.69 3.04 -8.92
H -1.67 2.34 -8.55
C 2.72 -4.50 3.54
Br 3.00 -6.40 3.79
Br 2.36 -3.60 5.23
Br 4.19 -3.67 2.58
H 1.84 -4.38 2.93
C -1.50 -5.34 -2.81
Br -3.04 -4.52 -3.64
Br -2.00 -6.76 -1.60
Br -0.21 -5.94 -4.13
H -1.01 -4.57 -2.22
C 5.17 -3.83 -1.82
Br 6.38 -2.33 -1.60
Br 5.87 -5.44 -1.01
Br 3.38 -3.43 -1.19
H 5.10 -4.02 -2.89
C -0.50 3.26 6.34
Br -0.82 2.87 4.48
Br -2.15 3.55 7.32
Br 0.61 1.91 7.18
H 0.06 4.19 6.38
C 1.66 -0.13 10.48
Br 3.41 0.27 9.75
Br 1.10 -1.94 10.06
Br 1.57 0.23 12.38
H 0.95 0.54 9.99
C 4.97 1.81 -4.54
Br 6.08 3.39 -4.40
Br 4.32 1.24 -2.80
Br 3.53 2.05 -5.81
H 5.61 1.01 -4.92
C 8.09 0.39 -7.19
Br 9.21 1.97 -7.06
Br 7.45 -0.17 -5.45
Br 6.65 0.62 -8.46
H 8.72 -0.41 -7.57
C 7.18 5.38 -8.34
Br 7.19 7.04 -7.33
Br 6.07 4.04 -7.49
Br 6.67 5.67 -10.19
H 8.20 5.01 -8.34
C -4.91 6.25 -1.45
Br -5.28 5.84 -3.31
Br -6.53 6.55 -0.44
Br -3.79 4.89 -0.63
H -4.34 7.18 -1.43
C 0.11 8.38 -4.24
Br -0.26 7.97 -6.10
Br -1.52 8.68 -3.24
Br 1.23 7.03 -3.42
H 0.67 9.31 -4.23
C -4.18 -10.36 -2.67
Br -3.16 -11.99 -2.93
Br -4.16 -9.25 -4.26
Br -5.99 -10.73 -2.07
H -3.69 -9.80 -1.88
C -6.73 3.55 1.94
Br -6.95 4.64 3.52
Br -5.38 2.18 2.19
Br -8.41 2.81 1.33
H -6.36 4.21 1.15
C -7.61 -0.67 3.41
Br -7.83 0.41 5.00
Br -6.25 -2.03 3.65
Br -9.29 -1.41 2.79
H -7.25 0.00 2.63
C 3.79 -6.38 8.29
Br 4.97 -4.87 8.57
Br 4.50 -8.00 9.09
Br 1.99 -6.01 8.91
H 3.73 -6.55 7.22
```

As for the LUMO energy: -1.09 eV. Its spin multiplicity is 1. As for the maximum force: 6.58 eV/Å. The energy above the lowest of the compared OMol25 structures with the same formula, charge and spin is 4.190 eV.

=====

Record 9
Molecular formula: C14H27N2O6PS2
Method: DFT, the ωB97M-V functional and the def2-TZVPD basis

The geometry in XYZ format:
```
52
Properties=species:S:1:pos:R:3
C -0.30 2.13 4.54
C -0.12 3.57 4.06
C -0.19 3.80 2.56
O 0.65 2.94 1.80
C 0.10 1.76 1.30
C -0.49 1.85 -0.14
S -0.29 3.56 -0.83
C 0.17 0.88 -1.21
C 0.71 -0.48 -0.76
C 1.86 -0.99 -1.66
C 1.50 -2.18 -2.57
C 2.43 -3.40 -2.44
N 1.68 -4.64 -2.18
C 2.37 -5.69 -1.60
C 1.68 -7.03 -1.70
O 3.41 -5.54 -1.00
N -0.88 0.71 -2.25
C -2.03 1.45 -1.87
O -2.82 1.96 -2.60
C -1.97 1.47 -0.33
O -2.14 0.10 0.05
P -3.38 2.36 0.48
O -3.10 2.35 2.06
O -3.14 3.88 0.08
S -5.11 1.64 0.05
H 0.28 1.42 3.94
H 0.05 2.03 5.57
H -1.35 1.82 4.52
H 0.81 3.97 4.47
H -0.93 4.17 4.49
H 0.17 4.82 2.35
H -1.21 3.78 2.19
H -0.67 1.34 1.96
H 0.91 1.04 1.29
H 0.97 3.40 -1.23
H 0.96 1.41 -1.74
H 1.07 -0.46 0.26
H -0.10 -1.21 -0.78
H 2.26 -0.17 -2.26
H 2.68 -1.30 -1.00
H 1.53 -1.84 -3.61
H 0.47 -2.50 -2.39
H 2.99 -3.53 -3.38
H 3.17 -3.26 -1.66
H 1.20 -4.94 -3.02
H 0.84 -7.07 -1.01
H 1.31 -7.20 -2.71
H 2.41 -7.80 -1.45
H -1.16 -0.26 -2.37
H -1.95 0.00 0.99
H -3.33 1.48 2.42
H -3.94 4.38 0.32
```

As for the LUMO energy: 0.10 eV. Its spin multiplicity is 1. As for the maximum force: 1.59 eV/Å. As for the SMILES: CCCOC[C@@]1(S)[C@@H](CCCCNC(C)=O)NC(=O)[C@]1(O)P(O)(O)=S. The energy above the lowest of the compared OMol25 structures with the same formula, charge and spin is 0.000 eV.

=====

Q: What is the formula in the third record?
A: C2H6O2S2

=====

Please write out number 2 again, unchanged.
Molecular formula: C2H2N3O2S
Method: DFT, the ωB97M-V functional and the def2-TZVPD basis

The geometry in XYZ format:
```
10
Properties=species:S:1:pos:R:3
C -1.81 0.03 0.42
C -1.40 -1.92 -0.11
N -2.34 -1.17 0.51
N -0.38 -1.26 -0.68
N -0.63 0.03 -0.30
O 4.07 0.43 0.33
O 2.10 1.67 -0.35
S 2.69 0.31 -0.14
H -2.09 0.98 0.99
H -0.20 0.91 -0.67
```

As for the LUMO energy (alpha / beta): 2.71 / 1.31 eV. Its spin multiplicity is 1. As for the maximum force: 3.24 eV/Å. The charge is -1. The energy above the lowest of the compared OMol25 structures with the same formula, charge and spin is 3.759 eV.

=====

Q: What is the spin multiplicity in the third record?
A: 1